1.
4 unconnected molecules or ions with the total composition C3H13NO3 at a distorted geometry, computed with wB97M-V/def2-TZVPD.

As for the spin multiplicity: 1. Its SMILES is C/C=C/N.O.O.O. Its HOMO-LUMO gap is 9.1926 eV. The value obtained for the energy relative to the best compared isomer or geometry (same formula, charge and spin) is 49.6 kcal/mol.

Element x y z (Å)
C -0.7288 0.4216 -2.5284
C -0.8652 -0.1489 -1.0990
C -1.8610 0.1329 -0.2695
N -1.9949 -0.5738 1.0461
H -1.2980 -0.1449 -3.2453
H -1.3434 1.3946 -2.5823
H 0.2271 0.5046 -2.9399
H -0.0157 -0.7090 -0.7688
H -2.7947 0.6706 -0.4327
H -1.9845 -0.0451 1.8658
H -1.3294 -1.3344 1.0111
O 1.5441 -1.7536 0.7968
H 1.7581 -1.9056 1.6400
H 2.0641 -1.0591 0.3867
O 0.4467 1.2312 2.6652
H 0.6697 0.2319 2.6688
H -0.2702 1.3143 2.0220
O 2.8387 0.3320 -0.2109
H 2.0822 0.4498 -0.6131
H 2.8551 0.9908 0.5872

***

2.
A molecular structure, C5H9O3Rb at a distorted geometry, computed with wB97M-V/def2-TZVPD.

As for the spin multiplicity: 1. Its HOMO-LUMO gap is 5.9433 eV. The value obtained for the energy relative to the best compared isomer or geometry (same formula, charge and spin) is 93.8 kcal/mol.

Element x y z (Å)
O -1.4502 0.8637 0.0202
C -1.7746 0.3349 -1.1075
C -2.2697 -1.1009 -1.0171
H 0.0296 -0.0585 -2.4226
H -3.3679 -1.1201 -0.9418
H -2.0604 -1.5446 -2.0063
O 1.4516 -0.0218 -0.6428
C 1.0271 -0.9176 -1.5185
C 0.6640 -2.1864 -0.7085
O -0.2736 -1.8237 0.2920
C -1.6604 -2.0042 0.0514
Rb 0.6370 0.7935 1.4360
H 0.6942 -1.3667 -2.4839
H 1.5441 -2.7382 -0.3481
H 0.1729 -2.8954 -1.3982
H -2.1605 -1.8146 1.0097
H -1.8350 -3.0581 -0.2176
H -1.4743 1.0626 -1.8992

***

3.
2 unconnected molecules or ions with the total composition C2H3N5O at a distorted geometry, computed with wB97M-V/def2-TZVPD.

As for the spin multiplicity: 1. Its HOMO-LUMO gap is 8.8263 eV. The value obtained for the energy relative to the best compared isomer or geometry (same formula, charge and spin) is 156.8 kcal/mol.

Element x y z (Å)
C -0.8638 0.2053 0.0411
C 1.8273 0.3209 0.2392
H -2.4868 -0.9261 0.3479
H -2.7735 0.6330 -0.3562
H 1.7357 -1.6916 -0.4609
N -2.2565 0.1143 0.8298
N -0.1808 1.3841 -0.2889
N 0.9888 1.4494 -0.3196
N 1.1762 -0.8085 -0.4281
N -0.1777 -0.8340 -0.3363
O 3.0111 0.1533 0.7321

***

4.
2 unconnected molecules or ions with the total composition C5H7IS at a distorted geometry, computed with wB97M-V/def2-TZVPD.

As for the spin multiplicity: 1. Its HOMO-LUMO gap (spin up / spin down) is 5.8073 / 6.6845 eV. The value obtained for the energy relative to the best compared isomer or geometry (same formula, charge and spin) is 63.3 kcal/mol.

Element x y z (Å)
C 0.8572 1.2426 0.1455
C -0.3642 -0.5662 1.3051
C 0.8664 -1.1337 0.6669
C 0.1636 0.0676 0.0717
C -0.8226 -0.1474 -1.0946
S 1.8648 2.1717 0.8468
I -0.3860 2.9651 -2.2418
H -1.3960 -0.9339 1.2517
H -0.0902 0.0656 2.2766
H 1.7961 -1.1457 1.0963
H 0.7275 -1.9865 -0.0276
H -0.3664 0.1857 -2.0231
H -1.7179 0.5471 -0.9728
H -1.1321 -1.3321 -1.3007

***

5.
2 unconnected molecules or ions with the total composition CH3N2S at a distorted geometry, computed with wB97M-V/def2-TZVPD.

As for the spin multiplicity: 1. The total charge is +1. Its HOMO-LUMO gap (spin up / spin down) is 7.4996 / 7.5146 eV. The value obtained for the energy relative to the best compared isomer or geometry (same formula, charge and spin) is 49.7 kcal/mol.

Element x y z (Å)
C 0.0326 -0.5023 -0.0631
N 0.1845 -1.6054 0.2665
N -0.0331 0.7720 -0.1498
S 2.8574 1.2891 -0.4349
H -0.1705 -2.5826 0.2171
H 0.7213 1.4289 -0.3557
H -0.8857 1.1333 0.0912

***

6.
C9H8N4 in the gas phase at a distorted geometry, computed with wB97M-V/def2-TZVPD.

As for the spin multiplicity: 1. Its SMILES is Nc1nccc(-c2cccnc2)n1. Its HOMO-LUMO gap is 9.4624 eV. The value obtained for the energy relative to the best compared isomer or geometry (same formula, charge and spin) is 33.2 kcal/mol.

Element x y z (Å)
N 3.1501 1.7733 0.1411
C 2.5512 0.5274 -0.0138
N 3.2434 -0.6408 -0.0293
C 2.4712 -1.6850 -0.1201
C 1.1158 -1.5953 -0.2667
C 0.5225 -0.4532 -0.0254
C -1.0178 -0.1895 0.0021
C -1.5011 1.0667 -0.1826
C -2.9188 1.2479 -0.2677
C -3.7773 0.1998 0.0202
N -3.2803 -0.9527 0.2650
C -1.9455 -1.1873 0.1904
N 1.2518 0.6421 0.0482
H 4.1556 1.6367 0.3601
H 2.8475 2.5984 0.4785
H 2.9732 -2.6863 -0.1040
H 0.5856 -2.6102 -0.3422
H -0.8555 1.9187 -0.2460
H -3.2210 2.2656 -0.3689
H -4.8088 0.2856 -0.1113
H -1.5417 -2.1622 0.5723